74
Properties=species:S:1:pos:R:3:forces:R:3 method="wB97M-V/def2-TZVPD" lumo_ev=-3.0 mol_weight_da=645.82 fmax_ev_per_a=4.56 e_tot_ev=-62655.7971 homo_lumo_gap_ha=0.256 charge=+1
Pb 0.7015 -0.4702 -1.6996 1.2 -0.5 1.6
P 0.7437 2.3514 -1.1197 1.4 0.9 -0.1
P -1.6649 -1.8002 -0.8834 -0.3 -2.0 -0.1
N -1.1102 0.5428 -3.0273 0.1 0.1 -0.1
C 0.0481 2.7781 -2.7718 0.2 0.8 -0.1
H -0.2277 3.8432 -2.7070 0.0 -0.3 -0.3
H 0.8562 2.7404 -3.5118 -0.1 -0.2 0.1
C -1.1741 1.9866 -3.2494 -0.7 0.3 0.4
H -2.0456 2.3376 -2.6713 0.1 0.1 -0.2
H -1.3670 2.2554 -4.3090 0.1 -0.3 0.4
C -2.4114 -0.1214 -3.1198 -0.5 0.4 0.3
H -2.8075 -0.1740 -4.1570 0.3 0.1 0.4
H -3.1124 0.5147 -2.5474 0.1 -0.2 -0.3
C -2.4745 -1.5349 -2.5193 -0.6 -0.4 -0.1
H -2.0870 -2.2760 -3.2293 0.1 0.2 0.1
H -3.5340 -1.8093 -2.3684 0.3 0.2 -0.4
C -3.0681 -2.0195 0.3537 0.0 0.6 -0.3
C -2.5825 -2.0088 1.8137 -0.1 0.0 0.0
H -3.4765 -1.9984 2.4582 0.3 0.0 -0.1
H -1.9694 -1.1278 2.0431 -0.2 -0.3 0.0
H -2.0011 -2.9175 2.0485 -0.3 0.5 -0.1
C -0.8932 -3.5018 -1.0818 -0.4 0.1 -0.2
C -0.3059 -4.0026 0.2489 0.5 0.0 -0.2
H 0.4441 -4.7788 0.0125 -0.3 0.2 0.2
H -1.0769 -4.4522 0.8854 0.2 0.1 -0.1
H 0.2078 -3.1961 0.8081 -0.3 -0.3 -0.2
C 2.5872 2.4168 -1.3901 -0.2 0.1 -0.4
C 3.3659 2.2106 -0.0847 0.3 -0.2 -0.1
H 4.3875 1.8939 -0.3489 -0.2 0.2 0.2
H 2.9282 1.4265 0.5537 0.0 0.3 -0.2
H 3.4428 3.1404 0.4938 0.0 -0.2 -0.2
C 0.3379 3.7861 0.0185 -0.5 -0.1 -0.2
C 0.6443 3.4929 1.4974 -0.1 0.1 0.0
H 0.2239 4.3195 2.0923 0.1 -0.3 -0.1
H 1.7274 3.4630 1.6901 -0.4 0.0 -0.1
H 0.1952 2.5494 1.8379 0.2 0.3 -0.1
C -0.9912 0.6181 -0.1567 -3.5 2.4 1.7
O -1.9151 1.2165 0.2259 2.1 -1.4 -1.1
C -1.7795 -4.5682 -1.7468 0.1 -0.4 0.3
H -2.5618 -4.9389 -1.0588 0.6 0.1 -0.5
H -2.2696 -4.2123 -2.6569 0.1 -0.1 0.1
H -1.1342 -5.4160 -2.0185 -0.3 0.1 0.0
C 3.1008 3.6258 -2.1759 0.3 0.4 0.4
H 4.1350 3.4313 -2.4652 0.0 0.1 -0.1
H 2.5304 3.8239 -3.0851 0.1 -0.1 0.1
H 3.0859 4.5521 -1.5681 0.1 -0.7 -0.4
C 0.9233 5.1432 -0.3881 0.3 0.0 -0.1
H 0.4195 5.9210 0.1876 0.0 0.0 0.0
H 2.0061 5.2098 -0.1586 -0.7 0.0 0.0
H 0.7779 5.3755 -1.4533 0.1 -0.1 0.3
C -3.9925 -3.2191 0.1098 0.2 -0.3 0.2
H -3.5073 -4.1699 0.4154 -0.3 0.6 -0.1
H -4.8814 -3.0923 0.7378 0.1 0.0 -0.1
H -4.3252 -3.3080 -0.9309 0.1 0.0 0.2
H -3.6609 -1.0961 0.1775 0.2 -0.3 0.1
H -0.7648 3.8543 -0.0912 0.4 -0.1 0.1
H -0.0467 -3.3132 -1.7750 -0.2 0.0 0.2
H 2.7782 1.5283 -2.0286 -0.1 0.2 0.2
H -0.2467 0.0442 -3.5596 -2.2 1.0 -0.6
H 0.6447 -0.5046 -3.6056 1.8 -1.1 -1.1
C 2.8464 -2.6200 3.8626 0.3 0.3 0.8
N 2.5012 -1.5201 2.9637 1.8 -2.1 -2.0
C 1.4160 -0.8136 3.0744 -2.8 2.0 1.0
S 0.5626 -0.2208 1.7212 0.8 -0.4 0.7
N 0.9437 -0.5164 4.3491 2.2 -1.0 -1.1
C 1.9095 -0.1478 5.4018 -1.2 0.1 0.5
H 2.1722 -2.6067 4.7257 0.2 -0.1 -0.3
H 3.8783 -2.5130 4.2065 -0.1 0.0 0.1
H 2.7547 -3.5797 3.3689 -0.1 -0.1 -0.2
H 2.7482 -1.7113 1.9600 -0.3 0.5 1.5
H 0.1129 0.0116 4.3319 -0.9 0.6 -0.1
H 1.9663 0.9380 5.4784 0.2 0.0 -0.1
H 1.5250 -0.5117 6.3627 0.3 0.0 -0.2
H 2.8861 -0.5538 5.2035 0.2 0.0 0.0